Here is a molecular structure, C36H37InN7O3P from the OMol25 dataset. Energies are from the ωB97M-V functional and the def2-TZVPD basis.

Computed properties:
net charge: 0
energy above the lowest of the compared OMol25 structures with the same formula, charge and spin: 0.000 eV
maximum force: 0.0045 Eh/bohr
E_HOMO: -8.425 eV

Last column: Mulliken charge in e.
Positions of all 85 atoms, in Å:
1 In -0.94 1.25 1.18  2.0379
2 N -0.63 3.71 0.79  -0.5994
3 C 0.84 3.78 0.76  0.2458
4 C 1.41 3.00 1.94  0.4615
5 O 2.21 3.54 2.70  -0.7315
6 N 0.91 1.75 2.06  -0.1200
7 C 1.04 1.11 3.36  -0.6292
8 C -0.26 0.41 3.80  0.5798
9 O -0.20 -0.47 4.65  -0.6625
10 O -1.36 0.83 3.24  -0.8250
11 H -1.05 4.09 -0.05  0.1591
12 H -0.99 4.23 1.58  0.2599
13 H 1.22 4.80 0.80  0.4643
14 H 1.17 3.31 -0.17  -0.5623
15 H 1.27 1.87 4.12  0.6297
16 H 1.86 0.39 3.40  0.0542
17 C -1.01 0.63 -5.12  -1.5742
18 C 0.16 1.50 -4.73  1.3259
19 C 1.02 1.92 -5.73  -0.8828
20 C 2.11 2.74 -5.46  -0.6829
21 C 2.35 3.16 -4.17  -0.9446
22 C 1.51 2.74 -3.15  -0.7939
23 C 0.41 1.91 -3.40  0.6106
24 P -0.53 1.38 -1.93  1.1172
25 C -0.82 -0.41 -2.22  1.8981
26 C -2.10 -0.94 -2.32  -1.1888
27 C -2.31 -2.30 -2.39  -0.8970
28 C -1.22 -3.16 -2.37  -0.8736
29 C 0.06 -2.64 -2.31  -0.4764
30 C 0.29 -1.27 -2.24  0.4939
31 C 1.70 -0.75 -2.22  -1.9086
32 C -2.14 2.22 -2.06  0.6034
33 C -2.40 3.13 -3.08  -1.1750
34 C -3.55 3.91 -3.07  -0.8605
35 C -4.44 3.80 -2.02  -0.8695
36 C -4.19 2.90 -0.99  -0.8907
37 C -3.05 2.10 -0.98  0.9765
38 C -2.82 1.14 0.14  -1.5504
39 H -1.28 0.82 -6.16  0.5783
40 H -1.89 0.82 -4.50  0.1392
41 H -0.77 -0.43 -5.02  0.2340
42 H 0.83 1.60 -6.75  0.4579
43 H 2.77 3.04 -6.27  0.3926
44 H 3.19 3.80 -3.94  0.4607
45 H 1.71 3.05 -2.13  0.1840
46 H -2.96 -0.27 -2.37  0.5047
47 H -3.32 -2.70 -2.47  0.4306
48 H -1.37 -4.23 -2.42  0.4015
49 H 0.92 -3.31 -2.33  0.4720
50 H 2.40 -1.54 -1.97  0.4422
51 H 1.82 0.06 -1.50  0.2062
52 H 1.97 -0.34 -3.20  0.3039
53 H -1.69 3.24 -3.90  0.4041
54 H -3.73 4.61 -3.88  0.4646
55 H -5.34 4.41 -1.99  0.3882
56 H -4.90 2.81 -0.17  0.4707
57 H -2.91 0.11 -0.20  0.3806
58 H -3.58 1.29 0.91  0.5014
59 C 2.00 -1.33 1.16  -2.1109
60 C 0.60 -1.79 1.26  0.9530
61 N -0.49 -1.06 1.14  0.6453
62 C -1.57 -1.88 1.38  -0.4451
63 C -1.12 -3.13 1.65  -1.5673
64 N 0.25 -3.07 1.56  0.6190
65 C 1.16 -4.17 1.81  -1.2529
66 N 2.03 -3.94 2.92  0.8617
67 N 3.38 -3.97 2.71  -0.6251
68 N 3.98 -3.71 3.80  -0.5886
69 C 3.04 -3.47 4.78  0.3301
70 C 3.19 -3.12 6.12  -0.8352
71 C 2.04 -2.93 6.85  -0.5182
72 C 0.76 -3.06 6.26  -0.4173
73 C 0.59 -3.40 4.94  -0.6203
74 C 1.77 -3.61 4.21  1.1491
75 H 2.03 -0.30 0.79  0.2507
76 H 2.59 -1.97 0.50  0.5615
77 H 2.48 -1.35 2.14  0.1240
78 H -2.58 -1.51 1.36  0.6102
79 H -1.64 -4.04 1.88  0.6149
80 H 1.80 -4.36 0.95  0.3085
81 H 0.53 -5.05 1.98  0.4278
82 H 4.17 -3.01 6.56  0.4504
83 H 2.10 -2.64 7.89  0.3692
84 H -0.11 -2.85 6.86  0.3930
85 H -0.39 -3.44 4.49  0.2766

Here is a molecular structure, C36H37IrN2OPSbSe7Si from the OMol25 dataset. Energies are from the ωB97M-V functional and the def2-TZVPD basis.

Computed properties:
net charge: -1
energy above the lowest of the compared OMol25 structures with the same formula, charge and spin: 1.279 eV
spin multiplicity: 2
maximum force: 0.0274 Eh/bohr
E_HOMO (spin up / spin down): -4.602 / -4.599 eV
<S²>: 0.756

Last column: Mulliken charge in e.
Positions of all 87 atoms, in Å:
1 Ir 0.96 1.31 -1.07  0.2413
2 Se 0.95 0.83 1.50  -0.5310
3 P 3.05 0.69 1.08  1.0734
4 Se 3.44 0.60 -1.04  -0.3037
5 C 3.95 2.10 1.81  0.4745
6 C 3.29 3.14 2.44  -0.1523
7 C 4.02 4.23 2.92  -0.6209
8 C 5.39 4.27 2.77  -0.4089
9 C 6.05 3.22 2.14  -0.6517
10 C 5.33 2.15 1.65  -0.5596
11 C 3.71 -0.75 1.99  0.4817
12 C 3.62 -0.76 3.38  -0.5643
13 C 3.99 -1.88 4.10  -0.6541
14 C 4.47 -3.00 3.43  -0.3838
15 C 4.56 -3.00 2.05  -0.7084
16 C 4.17 -1.87 1.33  -0.2833
17 H 2.21 3.11 2.54  0.2241
18 H 3.49 5.05 3.40  0.4066
19 H 5.95 5.12 3.14  0.3696
20 H 7.13 3.25 2.01  0.3815
21 H 5.85 1.34 1.14  0.3587
22 H 3.24 0.12 3.90  0.3693
23 H 3.92 -1.88 5.18  0.3977
24 H 4.76 -3.88 3.99  0.3939
25 H 4.93 -3.87 1.52  0.4384
26 H 4.23 -1.86 0.24  0.2494
27 Se 3.40 3.61 -5.18  -0.6295
28 Sb 1.27 3.25 -4.19  0.6342
29 Se 0.85 0.86 -3.45  -0.4126
30 Se 1.61 3.46 -1.51  -0.3063
31 Se -0.63 4.42 -5.01  -0.5861
32 C 0.94 -4.05 1.03  -0.8142
33 N 0.67 -4.33 -0.36  0.4584
34 C 0.21 -3.42 -1.27  -0.3056
35 Se -0.22 -1.67 -0.97  -0.4656
36 N 0.10 -4.09 -2.45  0.0532
37 C 0.45 -5.42 -2.31  0.0961
38 C 0.46 -6.48 -3.19  -0.8397
39 C 0.85 -7.72 -2.69  -0.4237
40 C 1.21 -7.88 -1.35  -0.6460
41 C 1.20 -6.80 -0.46  -0.4999
42 C 0.81 -5.58 -0.97  0.7498
43 H 0.78 -2.99 1.19  0.0875
44 H 1.97 -4.31 1.27  0.3057
45 H 0.26 -4.62 1.67  0.3241
46 H -0.22 -3.61 -3.27  0.1940
47 H 0.19 -6.36 -4.23  0.4053
48 H 0.88 -8.57 -3.35  0.3809
49 H 1.50 -8.85 -0.99  0.3778
50 H 1.47 -6.92 0.57  0.4153
51 C -1.64 3.93 1.01  -1.6301
52 C -2.61 3.58 -0.13  2.5251
53 C -2.21 4.37 -1.39  -1.6243
54 C -4.03 3.96 0.28  -1.9759
55 Si -2.50 1.74 -0.56  -1.1476
56 O -0.96 1.26 -0.85  1.1815
57 C -3.17 0.73 0.90  1.1147
58 C -2.54 0.80 2.15  -0.1331
59 C -2.97 0.05 3.23  -1.1163
60 C -4.06 -0.81 3.10  -0.5036
61 C -4.70 -0.90 1.87  -0.7807
62 C -4.25 -0.15 0.79  -0.4004
63 C -3.56 1.48 -2.09  0.5528
64 C -4.96 1.50 -2.09  -0.3701
65 C -5.68 1.40 -3.27  -0.8748
66 C -5.01 1.31 -4.49  -0.4452
67 C -3.63 1.31 -4.51  -0.7886
68 C -2.91 1.39 -3.32  0.2465
69 H -1.54 5.02 1.10  0.5110
70 H -0.64 3.53 0.84  0.1187
71 H -2.00 3.55 1.97  0.3032
72 H -2.03 5.42 -1.15  0.4733
73 H -2.99 4.33 -2.16  0.3623
74 H -1.31 3.98 -1.86  0.0819
75 H -4.08 5.03 0.54  0.4846
76 H -4.36 3.39 1.16  0.3355
77 H -4.74 3.78 -0.53  0.3339
78 H -1.69 1.46 2.28  0.2703
79 H -2.45 0.12 4.18  0.4179
80 H -4.39 -1.40 3.94  0.3735
81 H -5.54 -1.57 1.75  0.4002
82 H -4.75 -0.27 -0.16  0.4262
83 H -5.51 1.62 -1.16  0.3980
84 H -6.76 1.42 -3.25  0.3802
85 H -5.57 1.25 -5.41  0.3478
86 H -3.09 1.28 -5.45  0.4430
87 H -1.83 1.39 -3.36  0.1178

Here is a molecular structure, C36H37N3O2PbSe2Te2 from the OMol25 dataset. Energies are from the ωB97M-V functional and the def2-TZVPD basis.

Computed properties:
net charge: 0
energy above the lowest of the compared OMol25 structures with the same formula, charge and spin: 2.544 eV
maximum force: 0.0825 Eh/bohr
E_HOMO: -7.065 eV

Last column: Mulliken charge in e.
Positions of all 83 atoms, in Å:
1 Pb 0.08 -1.98 -0.01  2.0559
2 O -2.51 -1.37 2.43  0.3050
3 C -2.65 0.01 2.09  2.3404
4 C -2.88 0.14 0.57  -0.7165
5 C -2.16 1.19 -0.05  -0.3122
6 C -2.69 2.47 -0.33  -0.6177
7 C -1.82 3.43 -0.83  -1.7862
8 C -0.49 3.04 -1.00  -0.6894
9 C 0.02 1.78 -0.63  0.3310
10 C 1.49 1.49 -0.48  -2.2257
11 C 2.30 0.22 -0.89  3.0705
12 O 1.99 -0.97 -0.28  -0.8856
13 C 3.71 0.65 -0.28  0.1071
14 C 4.01 0.20 1.05  -0.2069
15 C 5.17 0.59 1.61  -0.8590
16 C 6.07 1.42 0.95  -0.5971
17 C 5.71 1.95 -0.29  -1.0388
18 C 4.55 1.47 -0.99  -0.1598
19 C 2.45 0.04 -2.37  -0.2314
20 C 1.82 0.82 -3.44  -0.4911
21 C 2.07 0.41 -4.78  -0.8037
22 C 2.81 -0.73 -5.07  -0.6073
23 C 3.28 -1.56 -4.13  -0.4123
24 C 3.10 -1.13 -2.76  -0.9677
25 N -0.87 0.87 -0.17  1.3806
26 C -3.83 0.60 2.89  0.2504
27 C -4.15 -0.13 4.09  -1.0561
28 C -5.26 0.28 4.82  -0.8010
29 C -6.02 1.41 4.44  -0.7921
30 C -5.56 2.09 3.32  -0.7635
31 C -4.58 1.71 2.53  -0.0532
32 C -1.34 0.62 2.61  -0.7809
33 C -1.30 2.05 2.77  -0.0237
34 C -0.06 2.63 3.16  -1.1237
35 C 1.00 1.88 3.49  -0.7379
36 C 0.96 0.48 3.37  -1.1956
37 C -0.24 -0.12 2.87  -0.3584
38 H -2.58 -0.79 -0.04  -0.2404
39 H -3.94 0.29 0.38  0.8341
40 H -3.72 2.56 -0.43  0.8372
41 H -2.03 4.37 -1.21  0.5356
42 H 0.24 3.70 -1.42  0.5653
43 H 2.13 2.38 -0.79  0.6710
44 H 1.61 1.41 0.58  0.1600
45 H 3.30 -0.52 1.51  0.1309
46 H 5.47 0.30 2.58  0.4583
47 H 7.04 1.62 1.35  0.4455
48 H 6.48 2.59 -0.75  0.2895
49 H 4.41 1.82 -2.04  0.3346
50 H 1.22 1.66 -3.25  0.5142
51 H 1.77 0.99 -5.60  0.5083
52 H 2.94 -1.01 -6.08  0.4624
53 H 3.80 -2.49 -4.40  0.4011
54 H 3.57 -1.81 -2.08  0.6201
55 H -3.66 -1.00 4.38  0.6319
56 H -5.52 -0.27 5.74  0.3642
57 H -6.77 1.97 5.04  0.3098
58 H -5.94 3.02 3.00  0.4505
59 H -4.27 2.36 1.72  0.2835
60 H -2.05 2.77 2.57  0.5707
61 H -0.09 3.69 3.35  0.4528
62 H 1.89 2.26 3.93  0.4740
63 H 1.83 -0.08 3.61  0.5605
64 H -0.40 -1.17 2.76  1.1520
65 Se -3.68 -2.58 1.87  -0.2050
66 Te -2.52 -4.32 3.22  -0.1399
67 Te -0.61 -5.32 1.47  -0.1774
68 Se 1.49 -3.92 1.70  -0.6963
69 N -0.94 -1.04 -2.38  -0.3027
70 C -1.57 -2.23 -3.03  -0.6680
71 C -0.55 -3.07 -3.82  -0.4872
72 C 0.19 -4.12 -2.82  -0.7753
73 N 1.01 -3.40 -1.84  -0.3144
74 H -1.64 -0.34 -2.25  0.1569
75 H -0.16 -0.68 -2.86  0.0120
76 H -2.43 -2.04 -3.69  0.4758
77 H -2.01 -2.88 -2.26  0.3013
78 H 0.21 -2.44 -4.31  0.2233
79 H -1.07 -3.79 -4.45  0.3696
80 H 0.76 -4.86 -3.42  0.3884
81 H -0.63 -4.64 -2.26  0.3312
82 H 1.63 -2.85 -2.33  -0.1106
83 H 1.60 -4.02 -1.27  0.2939

no.,DFT total energy (hartree)
1,-2534.62537
2,-19364.54062
3,-7240.48369